ORCA calculation (ωB97M-V/def2-TZVPD) on 8 unconnected molecules or ions with the total composition C36H54N8O13 at a distorted geometry.

Each line ends with the Mulliken charge.
Atoms and positions in Å:
O: -0.336 -0.676 -0.180  -0.63
O: -1.188 -4.846 0.007  -0.44
O: -1.980 0.680 -0.021  -0.55
O: 0.319 -6.258 -1.175  -0.48
O: 3.149 -2.447 5.555  -0.59
O: -0.687 0.471 1.596  -0.51
O: 1.465 -3.774 -8.330  -0.54
O: 0.161 2.707 -4.668  -0.53
O: 3.060 -1.903 7.617  -0.60
O: -6.064 0.759 1.903  -0.55
O: 1.889 -5.408 -6.902  -0.53
O: -3.639 2.363 4.240  -0.74
O: 1.962 2.199 1.204  -0.28
N: 1.377 -4.182 -7.140  0.80
N: -6.030 1.663 -0.170  0.15
N: -0.940 0.261 0.394  0.83
N: -1.775 3.483 3.800  0.30
N: 2.516 1.828 0.125  1.17
N: -1.788 1.649 -5.073  0.22
N: -0.078 -5.592 -0.095  0.70
N: 2.562 -1.967 6.507  0.94
C: 2.218 1.742 -2.386  -1.44
C: 1.291 -1.230 6.299  0.34
C: -0.578 3.693 2.831  -0.92
C: 0.492 -2.078 -6.073  -0.62
C: -0.560 0.327 7.196  -0.29
C: -0.010 -1.261 -4.787  0.02
C: 0.751 -0.427 7.492  -0.45
C: 3.406 3.793 -1.093  -1.92
C: 4.854 0.863 0.507  -1.68
C: -1.298 0.272 6.067  -0.61
C: 0.728 -3.535 -6.079  -0.09
C: 0.809 -5.384 0.934  0.11
C: 0.824 3.230 -0.937  -1.95
C: -0.715 2.366 -5.427  -0.02
C: 2.809 -0.391 1.187  -2.54
C: -2.560 2.431 3.551  0.06
C: -2.049 1.197 -3.669  -0.86
C: -0.356 -1.948 -3.617  0.32
C: -0.797 -0.513 4.872  -0.40
C: -2.599 0.852 -5.961  -1.04
C: -7.445 1.747 -0.267  -0.86
C: 3.380 0.566 0.123  1.74
C: 1.682 -6.558 1.419  -0.55
C: -1.941 4.601 4.693  -1.05
C: 3.392 0.764 -2.563  -1.16
C: -5.434 1.058 0.924  0.34
C: -5.247 1.893 -1.388  -1.21
C: 0.507 -1.305 5.002  -0.70
C: 0.672 -4.180 -4.539  -0.59
C: 2.136 -3.780 2.630  0.06
C: 2.921 -4.843 3.029  -0.58
C: 3.321 -0.142 -1.248  -1.33
C: 1.070 -4.032 1.597  0.07
C: 2.723 -6.299 2.533  -0.51
C: 2.281 2.614 -1.050  1.53
C: -0.171 -3.433 -3.528  -0.60
H: -2.318 0.719 5.973  0.41
H: -5.228 1.079 -2.279  0.12
H: -2.462 4.479 5.595  0.35
H: 4.065 -1.053 -1.308  0.39
H: 1.750 -0.819 1.039  -0.01
H: 0.337 3.600 3.210  0.46
H: 3.295 4.600 -1.767  0.44
H: -2.386 -0.235 -6.042  0.29
H: -1.476 1.470 -2.782  0.13
H: 0.851 3.983 -0.296  0.93
H: 2.901 0.142 1.917  1.29
H: -0.629 3.032 2.029  -0.11
H: 1.637 -7.441 0.847  0.48
H: 0.299 -3.173 1.253  0.25
H: -4.308 1.147 1.013  0.11
H: -0.602 2.598 -6.477  0.41
H: -2.080 0.066 -3.557  0.23
H: -0.684 -1.292 -2.761  0.16
H: 5.511 -0.090 0.516  0.36
H: -1.456 -0.560 4.015  0.56
H: 1.313 1.181 -2.615  0.39
H: 0.819 -1.757 4.175  0.69
H: -7.930 2.466 0.474  0.29
H: 3.544 -7.101 2.918  0.25
H: 4.901 1.253 1.607  0.34
H: -4.355 2.301 -1.218  0.51
H: -2.372 1.590 2.826  0.44
H: 2.373 -2.814 3.094  0.42
H: -3.069 1.245 -3.334  0.41
H: -2.659 1.244 -6.994  0.38
H: 1.281 -0.482 8.552  0.30
H: 5.275 1.508 -0.179  0.50
H: 0.596 -1.667 -6.981  0.62
H: 4.312 3.445 -1.181  0.55
H: 3.256 0.228 -3.480  0.67
H: 2.432 -0.744 -1.322  0.52
H: -0.049 2.491 -0.816  -0.02
H: -0.856 4.766 2.512  0.40
H: -0.931 0.855 8.090  0.33
H: -0.068 -0.138 -4.649  0.43
H: -0.912 5.118 4.859  0.31
H: -7.669 2.541 -1.053  0.32
H: -8.084 0.671 -0.279  0.23
H: 0.878 -5.115 -4.252  0.61
H: 0.747 3.829 -1.829  0.47
H: -2.463 5.419 4.283  0.43
H: 4.260 1.488 -2.469  0.33
H: 0.024 -3.999 -2.628  0.03
H: 2.289 2.127 -3.296  0.77
H: -5.552 2.815 -1.682  0.53
H: 3.630 -1.212 1.255  0.39
H: 3.568 -4.646 3.978  0.28
H: 3.573 4.293 -0.146  0.48
H: -3.622 0.924 -5.803  0.38

Cartesian forces (eV/Å) of the 3 atoms listed first:
O 1.25 0.60 -1.20
O 4.41 -3.74 -1.04
O -2.09 2.16 -2.63

Output
Frontier orbital gap: 0.1737 hartree
Calculated total energy: -2819.1203 Ha
Max |F|: 0.2066 hartree/bohr
ΔE to the lowest compared entry with this formula, charge and spin: 2.066 eV